C78H173N7O12 | the ωB97M-V functional and the def2-TZVPD basis

Results
ΔE to the lowest compared entry with this formula, charge and spin (kJ/mol): 3.3
Structure (SMILES): CC1(C)CCCC(C)(C)N1O.CC1(C)CCCC(C)(C)N1O.CC1(C)CCCC(C)(C)N1O.CC1(C)CCCC(C)(C)N1O.CC1(C)CCCC(C)(C)N1O.CC1(C)CCCC(C)(C)N1O.CC1(C)CCCC(C)(C)N1O.CC(C)O.CC(C)O.CC(C)O.CC(C)O.CC(C)O
Kohn-Sham gap (eV): 8.587
E_HOMO (eV): -8.026

```
270
C78H173N7O12, DFT the ωB97M-V functional and the def2-TZVPD basis
C 7.23720 3.09354 0.04139
C 5.70882 2.95654 0.21652
C 5.27781 1.51873 0.19605
C 5.21559 3.69826 1.42580
C 3.71141 3.91862 1.45779
C 3.23910 4.65488 0.26539
C 3.65446 3.90888 -1.10320
C 2.82588 2.63995 -1.26749
C 3.43331 4.84810 -2.27687
N 5.12557 3.73511 -1.00000
O 5.59372 3.10049 -2.14427
H 7.89507 2.62821 0.81196
H 7.59573 2.67669 -0.93873
H 7.51111 4.11663 -0.04037
H 4.29433 1.25001 0.28662
H 5.59173 0.92220 -0.59998
H 5.71663 1.01584 1.11381
H 5.65740 3.28296 2.32867
H 5.68853 4.67271 1.47479
H 3.18659 2.99282 1.48887
H 3.52563 4.40783 2.40106
H 3.84263 5.59521 0.35212
H 2.18002 4.81724 0.21194
H 1.84748 2.98775 -1.68335
H 2.49119 2.05336 -0.43830
H 3.26861 1.83455 -1.94619
H 2.47196 5.40489 -2.26373
H 3.55910 4.28971 -3.20385
H 4.10649 5.70892 -2.22954
H 5.12552 2.28797 -2.23811
C 3.48792 -2.11988 1.67197
C 3.22457 -1.90982 3.14133
C 4.64662 -2.09662 3.85232
C 2.53831 -0.54962 3.32695
C 2.00102 -0.26559 4.73461
C 1.03425 -1.36139 5.14573
C 1.60385 -2.76551 4.95375
C 2.66305 -3.06929 6.00986
C 0.47963 -3.83226 5.07802
N 2.21444 -2.88727 3.60533
O 2.62765 -4.25514 3.38321
H 2.51409 -2.15067 1.14824
H 4.13346 -1.33303 1.26228
H 3.97528 -3.06748 1.56300
H 5.37023 -1.72796 3.09213
H 4.68703 -1.63149 4.84495
H 4.83268 -3.15029 3.82585
H 3.20877 0.25821 3.11727
H 1.67793 -0.38255 2.65249
H 2.90267 -0.20647 5.40714
H 1.52195 0.71836 4.79873
H 0.04244 -1.23709 4.59981
H 0.69394 -1.41780 6.17329
H 2.22450 -2.83790 7.00924
H 3.61272 -2.56866 5.91037
H 2.82078 -4.17085 5.98609
H -0.24393 -3.69466 5.98209
H 0.99666 -4.76766 5.26435
H -0.09826 -3.82102 4.18059
H 2.42306 -4.37521 2.43913
C 2.65534 -1.52809 -2.80991
C 3.96153 -2.00037 -3.44400
C 3.76685 -3.28841 -4.24951
C 4.52810 -0.83272 -4.32946
C 6.04915 -0.82053 -4.51862
C 6.74087 -0.91784 -3.18896
C 6.35012 -2.19975 -2.42916
C 6.98251 -3.37718 -3.13410
C 6.91084 -2.18430 -1.03353
N 4.82861 -2.09804 -2.31531
O 4.43382 -3.26506 -1.61643
H 2.83738 -0.76287 -2.07044
H 1.96569 -1.18809 -3.57617
H 2.17343 -2.36735 -2.38382
H 3.42258 -4.00389 -3.55225
H 3.02484 -3.14746 -5.04808
H 4.69298 -3.69443 -4.73699
H 4.02027 -0.82159 -5.24853
H 4.25646 0.06161 -3.74574
H 6.24018 -1.72077 -5.15970
H 6.44427 0.02422 -5.12672
H 6.24362 -0.08508 -2.62642
H 7.81002 -0.73424 -3.23299
H 8.07135 -3.32600 -3.19992
H 6.58638 -3.52535 -4.16040
H 6.66801 -4.25544 -2.57795
H 6.55919 -1.24563 -0.59348
H 8.01502 -2.24626 -1.06291
H 6.50315 -2.91238 -0.35091
H 3.89467 -2.93986 -0.90899
C -4.33637 5.94829 3.21033
C -3.85046 6.28935 1.82667
C -5.05858 6.54173 0.88130
C -3.00252 7.56571 1.97537
C -2.30500 7.99449 0.71443
C -1.36832 6.85346 0.25373
C -2.11282 5.49788 0.08577
C -2.93258 5.31465 -1.20312
C -1.07884 4.36995 0.05052
N -2.93855 5.30116 1.32729
O -3.66862 4.11012 1.01805
H -5.02151 5.09422 3.12103
H -3.52211 5.71016 3.92386
H -4.85040 6.81300 3.57017
H -5.86569 7.08990 1.36440
H -4.73681 7.06957 -0.03183
H -5.37767 5.60515 0.49215
H -3.69601 8.34642 2.29605
H -2.24423 7.43295 2.75800
H -2.99672 8.30364 -0.07989
H -1.64486 8.85681 0.91319
H -0.55712 6.59834 0.93739
H -0.93389 7.10577 -0.71774
H -3.27881 4.29876 -1.32450
H -2.24155 5.36022 -2.03915
H -3.81510 5.96658 -1.32222
H -0.51540 4.33123 0.95659
H -0.41955 4.56406 -0.78946
H -1.62599 3.47447 -0.14539
H -3.60596 3.64483 1.84378
C -6.40502 1.35502 4.25710
C -5.07342 0.65200 4.20744
C -4.22758 1.50495 3.17342
C -4.35172 0.68162 5.56385
C -2.98450 -0.06298 5.46461
C -3.32815 -1.54269 5.18818
C -4.03676 -1.68496 3.86286
C -3.12067 -1.47844 2.71115
C -4.57937 -3.19179 3.74096
N -5.20345 -0.74337 3.83944
O -5.85167 -0.97925 2.60154
H -6.24788 2.46972 4.03736
H -7.04136 1.01035 3.43790
H -7.03136 1.32342 5.12783
H -4.64741 1.58479 2.18086
H -4.13053 2.53822 3.60269
H -3.18408 1.01482 3.18747
H -4.25913 1.71947 5.79392
H -5.02773 0.19815 6.29183
H -2.43871 0.42380 4.63821
H -2.47550 0.12202 6.43597
H -3.99110 -1.95264 5.98559
H -2.42939 -2.16311 5.09165
H -2.54372 -0.58531 2.81925
H -3.59424 -1.55216 1.74748
H -2.40328 -2.31895 2.78193
H -4.75236 -3.39202 2.71361
H -5.47805 -3.22777 4.30117
H -3.78939 -3.80497 4.18777
H -6.74794 -1.21850 2.80676
C -3.41630 3.19333 -3.96561
C -2.99134 2.26645 -5.13176
C -3.99370 1.14716 -5.20591
C -2.91650 3.05496 -6.51917
C -1.72547 3.94915 -6.60361
C -0.52962 3.02336 -6.58487
C -0.46774 2.33620 -5.20923
C 0.73546 1.33758 -5.31368
C -0.02205 3.20824 -4.07791
N -1.71117 1.61855 -5.01355
O -1.71703 0.62243 -4.06662
H -3.17586 2.75732 -3.01485
H -3.04366 4.24325 -4.06401
H -4.54751 3.29693 -3.97689
H -4.14482 0.72849 -4.20793
H -4.92586 1.64640 -5.46498
H -3.57568 0.49330 -5.94520
H -2.81726 2.36223 -7.39618
H -3.90333 3.55151 -6.63696
H -1.73899 4.56548 -7.51522
H -1.73804 4.62797 -5.73308
H 0.39963 3.62178 -6.54037
H -0.52187 2.31941 -7.43607
H 0.77615 0.68674 -4.46202
H 1.72082 1.82778 -5.44931
H 0.60479 0.71596 -6.18468
H -0.69513 4.05254 -4.02122
H 0.99644 3.65475 -4.14794
H -0.11588 2.64974 -3.15543
H -1.76709 1.00072 -3.16701
C 4.54060 -5.99542 1.06643
C 3.15743 -6.57638 0.84426
C 3.27789 -7.40100 -0.51457
C 2.74832 -7.37746 2.03930
C 1.23573 -7.73284 2.15079
C 0.41609 -6.45621 2.04749
C 0.75152 -5.70525 0.77699
C 0.21171 -6.41181 -0.43043
C 0.10569 -4.35916 0.91809
N 2.23314 -5.44636 0.67526
O 2.50820 -4.64106 -0.41574
H 5.23467 -6.88164 1.05767
H 4.82766 -5.34040 0.21171
H 4.72455 -5.43571 2.03501
H 2.66300 -8.31332 -0.47735
H 2.89086 -6.89124 -1.35790
H 4.26997 -7.72110 -0.87409
H 3.28189 -8.38346 2.01564
H 2.94287 -6.88103 2.93712
H 0.97786 -8.50221 1.39389
H 1.04443 -8.15200 3.12883
H 0.71578 -5.77595 2.86637
H -0.64295 -6.66107 2.00250
H -0.88178 -6.46097 -0.28189
H 0.65436 -7.44596 -0.43729
H 0.34632 -5.89078 -1.39168
H -1.02992 -4.54689 1.07465
H 0.19150 -3.89192 -0.06178
H 0.39647 -3.69277 1.72424
H 2.75058 -5.19371 -1.19246
C -5.40992 -0.21791 -1.25008
C -5.73259 1.27158 -1.11440
C -6.90213 1.46147 -0.10507
O -4.64694 1.94340 -0.61586
H -6.17404 -0.63571 -1.88957
H -5.43220 -0.76074 -0.32850
H -4.46399 -0.36379 -1.71670
H -6.08023 1.65395 -2.16398
H -7.80559 1.08808 -0.62181
H -7.07384 2.53338 0.01745
H -6.76690 0.91425 0.84829
H -4.80105 2.84894 -0.38073
C 0.46210 4.74390 3.94878
C -0.53785 3.69414 3.83740
C -0.64141 2.73788 5.07647
O -1.86752 4.23411 3.77703
H 0.23487 5.43804 4.74429
H 0.51356 5.26621 2.98746
H 1.42998 4.25621 3.95656
H -0.37882 2.99898 2.98116
H 0.18200 2.00645 4.99109
H -1.58797 2.17366 5.00179
H -0.58037 3.33682 6.00024
H -1.89148 4.53900 2.84787
C -3.24485 -4.71494 -1.68284
C -4.12591 -4.50656 -0.50782
C -3.98142 -5.44786 0.63045
O -3.99826 -3.20706 0.07174
H -3.42834 -4.02673 -2.52336
H -3.41771 -5.71749 -2.10209
H -2.18120 -4.60694 -1.41219
H -5.22616 -4.66889 -0.77752
H -2.94298 -5.55868 0.85704
H -4.40191 -6.43159 0.36634
H -4.50411 -5.12186 1.50865
H -3.77766 -2.58309 -0.65922
C -0.35776 -3.18862 -5.11851
C -1.34153 -2.14835 -5.65426
C -1.88074 -2.60663 -7.07919
O -2.38754 -1.97775 -4.76519
H -0.22985 -2.93073 -4.05449
H 0.61594 -3.11453 -5.60544
H -0.72798 -4.21206 -5.12364
H -0.81195 -1.12017 -5.78682
H -2.32499 -3.57631 -7.04296
H -1.00037 -2.50452 -7.68267
H -2.54254 -1.86456 -7.42640
H -2.37448 -1.14317 -4.31892
C -0.51778 -0.53464 -0.87222
C -1.69522 0.19940 -0.36081
C -1.19012 0.94779 0.89773
O -2.11090 1.16713 -1.36505
H 0.06922 0.30448 -1.25301
H -0.74587 -1.33596 -1.64175
H -0.04708 -0.91132 0.05158
H -2.53461 -0.42389 -0.13325
H -0.40000 1.61416 0.56709
H -0.91078 0.23971 1.65515
H -2.00692 1.55035 1.28547
H -2.99487 1.51386 -1.16473
```